[1]
The following is a DFT calculation (ωB97M-V/def2-TZVPD) of C2H2BiLiO2 as an isolated structure in a non-equilibrium geometry.

Computed properties:
**Charge**: +2
**Total energy**: -449.17176 Ha
**ΔE to the lowest compared entry with this formula, charge and spin**: 47.01 kcal/mol
**HOMO-LUMO gap (alpha / beta)**: 5.6355 / 5.6440 eV

```
8
C2H2BiLiO2 | OMol25 | ωB97M-V/def2-TZVPD
C -0.195 -0.445 1.480
C 1.171 -0.193 1.060
O 1.371 0.786 0.186
O -1.156 0.292 0.944
H 1.765 -1.126 0.928
Bi -1.957 -1.559 1.132
Li -0.242 1.438 -0.356
H 1.066 -0.354 2.373
```

---

[2]
The following is a DFT calculation (ωB97M-V/def2-TZVPD) of one molecule with the formula C2H2Br2FNO in a non-equilibrium geometry.

Computed properties:
**Total energy**: -5455.28416 Ha
**ΔE to the lowest compared entry with this formula, charge and spin**: 6.82 kcal/mol
**HOMO-LUMO gap**: 10.4487 eV
**SMILES string**: NC(=O)C(F)(Br)Br

```
9
C2H2Br2FNO | OMol25 | ωB97M-V/def2-TZVPD
N 0.668 0.643 1.017
C -0.445 0.122 0.492
O -1.491 0.218 1.076
C -0.341 -0.384 -0.943
F -0.427 0.672 -1.839
Br -1.813 -1.674 -1.445
Br 1.415 -1.107 -1.119
H 1.665 0.558 0.800
H 0.770 0.953 1.960
```

---

[3]
The following is a DFT calculation (ωB97M-V/def2-TZVPD) of one molecule with the formula C2H2Br2N2S in a non-equilibrium geometry.

Computed properties:
**Total energy**: -5733.02957 Ha
**ΔE to the lowest compared entry with this formula, charge and spin**: 3.77 kcal/mol
**HOMO-LUMO gap (alpha / beta)**: 7.8814 / 7.8820 eV
**SMILES string**: BrC1=NN(Br)CS1

```
9
C2H2Br2N2S | OMol25 | ωB97M-V/def2-TZVPD
Br -3.161 -0.787 0.014
C -1.416 -0.275 -0.200
N -0.904 0.600 0.741
N 0.410 0.734 0.680
Br 1.011 2.402 -0.213
C 0.953 -0.379 -0.045
S -0.233 -1.014 -1.234
H 1.923 -0.210 -0.433
H 1.416 -1.070 0.690
```

---

What is the ΔE to the lowest compared entry with this formula, charge and spin in the first record?
47.01 kcal/mol

---

Please write out number 3 again, unchanged.
The following is a DFT calculation (ωB97M-V/def2-TZVPD) of one molecule with the formula C2H2Br2N2S in a non-equilibrium geometry.

Computed properties:
**Total energy**: -5733.02957 Ha
**ΔE to the lowest compared entry with this formula, charge and spin**: 3.77 kcal/mol
**HOMO-LUMO gap (alpha / beta)**: 7.8814 / 7.8820 eV
**SMILES string**: BrC1=NN(Br)CS1

```
9
C2H2Br2N2S | OMol25 | ωB97M-V/def2-TZVPD
Br -3.161 -0.787 0.014
C -1.416 -0.275 -0.200
N -0.904 0.600 0.741
N 0.410 0.734 0.680
Br 1.011 2.402 -0.213
C 0.953 -0.379 -0.045
S -0.233 -1.014 -1.234
H 1.923 -0.210 -0.433
H 1.416 -1.070 0.690
```

---

Number 2 is which compound?
C2H2Br2FNO